Record 1
Formula: C6H13NO2
Source: the Open Molecules 2025 dataset
Level of theory: ωB97M-V/def2-TZVPD

The geometry in ORCA input format:
```
! wB97M-V def2-TZVPD RIJCOSX def2/J DEFGRID3
* xyz 0 1
C 3.0479 -0.7878 0.4823
O 1.9101 0.0710 0.6141
C 1.6984 0.8633 -0.4259
O 2.3661 0.8548 -1.3830
C 0.5603 1.8271 -0.2932
C -0.6959 1.2321 0.3666
C -0.9876 -0.1744 -0.1170
C -2.3960 -0.6350 0.2238
N -2.5184 -2.0492 -0.1632
H 3.0097 -1.4733 1.3115
H 3.0570 -1.3414 -0.4447
H 3.9430 -0.1884 0.5605
H 0.2856 2.0877 -1.3029
H 0.8726 2.7302 0.2171
H -1.5343 1.8887 0.1709
H -0.5616 1.2437 1.4442
H -0.8225 -0.2036 -1.1929
H -0.3296 -0.9017 0.3358
H -3.1412 -0.0028 -0.2523
H -2.4734 -0.5558 1.3057
H -1.8573 -2.2548 -0.8999
H -3.4329 -2.2305 -0.5573
*
```

Summary:
- energy above the lowest of the compared OMol25 structures with the same formula, charge and spin (eV) = 0.8522
- electronic energy (Eh) = -441.64869

Record 2
Formula: C6H10N2O
Source: the Open Molecules 2025 dataset
Level of theory: ωB97M-V/def2-TZVPD

The geometry in ORCA input format:
```
! wB97M-V def2-TZVPD RIJCOSX def2/J DEFGRID3
* xyz 0 1
C 2.4010 0.4210 0.1917
C 1.1883 -0.3511 0.1784
C 0.6966 -1.0696 1.1520
O -0.4284 -1.8747 0.7805
C -0.8926 -1.4237 -0.4564
C -1.9538 -0.3865 -0.3798
C -1.3118 0.9833 -0.6401
N -0.1010 0.7474 -1.3622
N 0.4614 -0.4846 -1.0128
H 2.7315 0.5610 -0.8855
H 3.1851 -0.1825 0.7447
H 2.2598 1.3690 0.7526
H 0.9732 -1.3419 2.1527
H -0.8358 -2.1978 -1.2465
H -2.4218 -0.5912 0.5798
H -2.5732 -0.4810 -1.1786
H -1.9115 1.6560 -1.2710
H -1.0610 1.3842 0.3864
H -0.2702 0.4263 -2.3389
*
```

Summary:
- energy above the lowest of the compared OMol25 structures with the same formula, charge and spin (eV) = 3.4499
- electronic energy (Eh) = -419.25971

Record 3
Formula: C45H59BN8O3RuS4Si
Source: the Open Molecules 2025 dataset
Level of theory: ωB97M-V/def2-TZVPD

The geometry in ORCA input format:
```
! wB97M-V def2-TZVPD RIJCOSX def2/J DEFGRID3
* xyz 1 2
Ru 0.2517 0.6662 -1.7782
C -4.5486 2.0895 -0.2074
C -3.4523 1.4696 0.6001
C -3.3139 1.6424 1.9429
C -2.2033 1.0899 2.6369
N -1.2998 0.3942 2.0042
N -1.4592 0.2125 0.6934
B -0.3915 -0.6295 -0.0639
N -1.0427 -1.9299 -0.6178
N -1.8762 -2.5392 0.2503
C -2.5418 -3.5797 -0.1628
C -2.3572 -4.0947 -1.4739
C -1.5234 -3.4807 -2.3491
C -1.3464 -3.9290 -3.7658
C -0.8761 -2.3014 -1.8804
S 0.0243 -1.3152 -2.9512
C -3.5336 -4.2322 0.7876
C -4.9087 -4.2990 0.1095
C -3.0375 -5.6528 1.0965
C -3.6637 -3.4338 2.0815
N 0.7923 -0.9535 0.8936
N 0.6246 -2.0003 1.7245
C 1.5634 -2.2501 2.5926
C 2.7539 -1.4749 2.6274
C 2.9093 -0.4038 1.8146
C 4.1575 0.4318 1.8325
C 1.8277 -0.1314 0.9281
S 1.8155 1.2362 -0.0796
C 1.3837 -3.4054 3.5621
C 2.4647 -4.4584 3.2703
C 1.5476 -2.8892 4.9982
C 0.0024 -4.0254 3.4125
C -2.4370 0.7154 -0.0378
S -2.3206 0.4185 -1.7305
C -2.0365 1.2721 4.1357
C -1.9315 2.7695 4.4551
C -3.2614 0.6718 4.8397
C -0.7753 0.5616 4.6255
H -5.3186 2.5095 0.4368
H -5.0025 1.3623 -0.8816
H -4.1338 2.8890 -0.8265
H -4.0434 2.2321 2.4843
H -2.9313 -4.9527 -1.7997
H -1.9161 -4.8362 -3.9555
H -0.2941 -4.1152 -3.9871
H -1.6804 -3.1477 -4.4510
H -4.8937 -4.8760 -0.8162
H -5.2780 -3.2968 -0.1180
H -5.6210 -4.7769 0.7836
H -3.0397 -6.2851 0.2066
H -3.6871 -6.1178 1.8393
H -2.0223 -5.6333 1.4963
H -4.0643 -2.4366 1.8881
H -2.7021 -3.3190 2.5738
H -4.3446 -3.9552 2.7560
H 3.5553 -1.7559 3.2999
H 4.3503 0.7968 2.8417
H 4.0958 1.2844 1.1606
H 5.0098 -0.1749 1.5252
H 3.4628 -4.0967 3.5246
H 2.4612 -4.7441 2.2168
H 2.2760 -5.3517 3.8674
H 2.5107 -2.4003 5.1542
H 1.4875 -3.7277 5.6938
H 0.7612 -2.1765 5.2533
H -0.1333 -4.4557 2.4196
H -0.7682 -3.2706 3.5611
H -0.1281 -4.8124 4.1568
H -2.7933 3.3299 4.0875
H -1.0313 3.1994 4.0119
H -1.8805 2.9112 5.5354
H -4.1867 1.1727 4.5484
H -3.1507 0.7768 5.9196
H -3.3631 -0.3910 4.6082
H 0.1175 0.9639 4.1432
H -0.8204 -0.5062 4.4045
H -0.6803 0.6974 5.7039
O 3.5835 -0.9466 -3.9503
S 3.1669 -0.1897 -2.8032
O 2.7519 -0.9679 -1.6562
N 1.9460 0.8301 -3.1027
C 1.7932 1.4272 -4.3643
C 2.7343 1.4737 -5.3640
C 2.4660 2.1674 -6.5631
C 1.2898 2.8283 -6.7585
C 0.3079 2.8000 -5.7431
C -0.9179 3.4959 -5.8253
C -1.7959 3.4388 -4.7873
C -1.4878 2.6407 -3.6695
N -0.3692 1.9658 -3.5648
C 0.5563 2.0675 -4.5678
C 4.5355 0.7825 -2.2516
C 4.6440 2.1295 -2.5628
C 5.7591 2.8346 -2.1291
C 6.7504 2.1918 -1.4028
C 6.6285 0.8421 -1.0932
C 5.5183 0.1300 -1.5154
H 3.6797 0.9667 -5.2424
H 3.2251 2.1794 -7.3340
H 1.0943 3.3738 -7.6724
H -1.1349 4.0853 -6.7081
H -2.7304 3.9820 -4.8049
H -2.1728 2.5617 -2.8407
H 3.8669 2.6288 -3.1254
H 5.8491 3.8883 -2.3590
H 7.6243 2.7419 -1.0791
H 7.4043 0.3445 -0.5253
H 5.4071 -0.9228 -1.2888
C 1.4864 4.2932 -1.8202
Si 0.0075 3.8720 -0.7614
C -1.4148 5.0101 -1.1791
C 0.4430 4.2243 1.0231
O -0.5141 2.3156 -0.9779
H 1.8684 5.2930 -1.6019
H 1.2466 4.2456 -2.8867
H 2.2970 3.5814 -1.6362
H -1.1846 6.0296 -0.8592
H -2.3273 4.6940 -0.6639
H -1.6173 5.0350 -2.2529
H 0.5382 5.3003 1.1904
H 1.3798 3.7463 1.3123
H -0.3420 3.8433 1.6854
*
```

Summary:
- electronic energy (Eh) = -4415.89708

Q: What is the electronic energy in the first record?
A: -441.64869 Eh